No. 1
Below is an isolated ion of composition C4H10NS and charge -1 in a non-equilibrium geometry, with properties calculated with the ωB97M-V functional and the def2-TZVPD basis.

ORCA input file:
```
! RIJCOSX wB97M-V def2-TZVPD def2/J DEFGRID3
* xyz -1 1
H -2.109 -1.148 -1.254
N -0.126 -0.059 -1.085
H -2.153 0.538 -1.430
C -1.602 -0.344 -1.769
H -0.827 -0.574 0.868
C -0.174 0.158 0.395
H 0.414 -0.919 -1.285
H 1.624 -1.077 0.797
H 1.933 0.778 0.319
H -1.256 -1.648 -3.575
C 1.243 0.044 0.850
S 1.212 0.453 2.675
H -2.371 -0.327 -3.866
H -0.545 1.182 0.733
C -1.547 -0.475 -3.268
H -0.742 0.072 -3.749
*
```

Values from the calculation:
Kohn-Sham gap = 5.6 eV
structure (SMILES) = CCNCC[S-]
highest occupied orbital energy = -2.224 eV
LUMO energy = 3.42 eV

No. 2
Below is a 2-piece molecular cluster, C15H30BrFO6S3Si overall in a non-equilibrium geometry, with properties calculated with the ωB97M-V functional and the def2-TZVPD basis.

ORCA input file:
```
! RIJCOSX wB97M-V def2-TZVPD def2/J DEFGRID3
* xyz 0 1
H -1.180 -4.527 -2.918
H -1.628 0.819 6.228
O -2.696 -0.137 -3.139
C -4.045 -0.382 -2.601
H -1.659 -1.768 6.437
H 3.696 0.768 3.235
H -5.343 -2.261 -2.428
H -0.428 0.874 7.556
H 2.024 0.403 2.305
H -2.111 -5.827 -1.811
C 3.344 2.188 1.474
O -4.688 -4.782 -2.725
C -4.135 -2.155 -0.483
H 3.102 1.283 -0.606
H 2.791 4.176 -0.411
S 0.939 1.089 -2.869
H 3.675 0.273 -3.305
C 2.027 3.301 -0.679
O -3.249 -2.742 -2.885
C 4.485 1.106 -3.434
C -3.489 -4.193 -2.803
H -4.809 -0.242 -3.507
H -0.839 2.439 -1.537
H -1.866 -5.337 -5.413
H -3.003 -2.431 -0.222
H -0.143 1.787 6.052
C -0.565 0.872 6.472
C -0.814 1.688 -2.447
C -2.165 -5.185 -2.794
C 2.768 1.232 2.687
C -4.235 -1.968 -2.113
C 2.416 1.911 0.142
O -1.618 -0.162 -0.878
Si 2.170 2.836 -2.575
H -0.196 -2.786 6.423
C -1.779 0.369 -2.100
H 1.475 1.221 0.351
H 4.491 1.924 1.294
S -2.229 -6.248 -4.374
H 5.514 0.859 -2.891
H -4.387 0.388 -1.778
C 4.038 2.607 -2.959
H 2.361 1.815 4.580
Br 1.378 4.600 -3.867
H 4.662 2.890 -2.010
H 3.309 3.331 1.733
O 1.707 -0.521 6.242
S 0.293 -0.545 5.743
O 2.087 2.137 3.657
H -4.328 -1.126 0.086
H 4.730 1.182 -4.598
F 4.375 3.590 -4.053
H -1.307 2.196 -3.386
C -0.596 -1.805 6.689
H 0.919 3.645 -0.498
H -4.788 -3.032 -0.051
H -0.458 -1.635 7.760
*
```

Values from the calculation:
Kohn-Sham gap = 9.1 eV
highest occupied orbital energy = -9.223 eV
LUMO energy = -0.11 eV

No. 3
Below is a 2-piece molecular cluster, C20H38ClFNO9P overall in a non-equilibrium geometry, with properties calculated with the ωB97M-V functional and the def2-TZVPD basis.

ORCA input file:
```
! RIJCOSX wB97M-V def2-TZVPD def2/J DEFGRID3
* xyz 0 1
H 0.575 -5.199 -0.127
H -1.191 -5.128 -1.770
P 2.775 3.585 2.878
C -3.185 -3.273 0.117
H 0.848 5.659 2.763
H 2.534 3.414 -0.320
H -1.395 -3.114 -4.604
C 1.854 6.046 2.939
H -2.179 -3.960 -3.301
C -0.150 -4.879 -2.009
H -2.056 0.478 -1.567
O 0.381 -4.510 -4.331
C -1.408 -3.224 -3.521
H -0.266 -0.457 0.171
H 4.490 1.361 0.815
C 3.606 1.995 0.907
H 3.090 6.657 4.600
C -3.071 -1.900 -2.056
C -0.059 -3.832 -3.135
O 2.817 5.125 2.410
H 0.319 -5.796 -2.363
H -0.006 -0.726 -3.269
H -3.747 -1.183 -0.133
C -4.588 -3.872 -0.058
H -0.630 1.208 -2.278
O -5.081 -2.923 2.123
H -2.956 -3.177 1.177
O 3.908 2.966 1.912
H 0.075 -3.679 -0.380
F 1.022 0.879 -0.537
H 2.786 1.352 1.222
H 5.650 4.671 2.597
C -0.299 0.506 -0.346
O 3.638 3.611 4.196
H 1.880 5.455 5.025
H -0.796 1.216 0.313
C -0.587 -0.974 -2.380
H 6.907 4.408 3.809
H 0.714 -3.103 -2.894
O -6.613 -4.206 1.139
O 1.512 2.964 2.459
H 0.096 -1.530 -1.735
H 1.288 -4.795 -4.185
C -2.272 -1.013 -4.087
C -3.005 -1.891 -0.515
H 1.963 6.961 2.358
H -5.829 -2.857 2.734
H 2.977 1.913 -1.148
C -1.753 -1.849 -2.870
N 0.587 -4.446 -0.805
C -4.026 -0.876 -2.667
H -2.430 -3.940 -0.308
H -3.598 -2.831 -2.278
H -5.086 -3.417 -0.916
C 5.064 3.441 4.281
H 5.569 5.529 4.129
H -4.066 0.066 -2.121
H -4.527 -4.938 -0.271
H 1.383 7.125 4.742
C 2.064 6.339 4.412
Cl -5.707 -1.468 -2.772
C -0.982 0.352 -1.698
C 5.840 4.581 3.664
O -3.602 -0.707 -4.001
C -5.524 -3.693 1.109
H 5.278 3.398 5.349
C 3.306 2.652 -0.422
H -2.037 -1.506 -0.192
H 4.198 3.148 -0.810
O -1.644 -0.663 -5.040
H 5.357 2.478 3.870
*
```

Values from the calculation:
Kohn-Sham gap = 10.3 eV
structure (SMILES) = NC[C@@H](O)C[C@@]1(CCCF)C(=O)O[C@@H](Cl)[C@@H]1CCCC(=O)O.CCOP(=O)(OCC)OCC
highest occupied orbital energy = -9.900 eV
LUMO energy = 0.45 eV